No. 1
Computed, not measured: C14H15NV as an isolated structure, with ωB97M-V/def2-TZVPD.

Geometry as XYZ:
```
31
Properties=species:S:1:pos:R:3:forces:R:3
V 0.2511 -0.3525 -0.6311 4.21 1.21 1.32
N 1.9512 0.0533 -0.6142 -0.07 4.20 -3.33
C -0.0879 0.1450 1.4283 -0.33 -0.83 -2.06
C 0.2267 1.7273 3.2258 -0.13 -0.43 -0.43
C -1.0258 -2.2111 -0.4860 1.99 0.14 -2.86
C -0.9859 -0.3550 3.6139 0.27 0.15 -0.33
C 0.9167 2.5578 -3.1717 0.87 0.95 -2.05
C 0.0218 2.0884 -2.3838 -2.00 -3.33 3.03
C 0.4303 1.3472 1.8782 -0.24 0.63 1.53
C -1.1011 -1.6793 -1.8647 2.43 -1.94 2.17
C -0.9553 1.4275 -1.6229 1.33 1.81 -2.36
C -0.4879 0.8731 4.0805 0.00 -0.12 -0.17
C -0.7724 -0.7198 2.2727 -0.17 0.65 1.42
C 0.3856 -2.5404 -0.1931 -1.44 0.98 -3.20
C 0.2607 -1.6937 -2.4136 -0.80 -1.57 2.66
C 1.1727 -2.2402 -1.3942 -3.73 -0.51 -0.19
H -1.7359 0.8588 -2.1754 0.99 0.25 0.48
H 0.6231 2.6781 3.5956 -0.15 -0.34 -0.07
H 2.1014 2.4011 -3.2748 -3.28 0.21 0.21
H 2.1984 -2.4686 -1.5278 0.68 0.24 0.01
H -1.8515 -2.3743 0.1548 -0.54 0.05 0.44
H -1.1551 -1.6738 1.9215 0.06 0.21 0.17
H 0.5405 -1.3985 -3.3906 0.23 0.34 -0.66
H -1.1871 1.7648 -0.6242 -0.24 0.51 0.07
H 0.2402 3.1201 -3.9336 1.98 -0.08 0.94
H 2.4538 0.8745 -1.4383 -1.73 -3.55 3.15
H -1.9897 -1.3597 -2.3463 -0.51 0.19 -0.35
H 0.7511 -2.9865 0.6964 0.25 -0.02 0.64
H 0.9992 2.0118 1.2216 -0.17 -0.28 0.15
H -1.5322 -1.0327 4.2773 0.20 0.32 -0.11
H -0.6564 1.1571 5.1197 0.07 -0.03 -0.24
```
Forces are in eV/Å.

Results
HOMO energy (spin up / spin down) (eV): -7.4 / -7.9
Multiplicity: 2
Strongest force on any atom (eV/A): 5.36
LUMO (spin up / spin down) (eV): -0.6 / -0.5
⟨S²⟩: 0.89
Orbital gap (spin up / spin down) (Ha): 0.2477 / 0.2738
ΔE to the lowest compared entry with this formula, charge and spin (kcal per mole): 4.4

These are the natural (NBO) partial charges, in e, on atoms 1 to 6: V 0.88; N -0.75; C -0.20; C -0.21; C -0.31; C -0.21

No. 2
Computed, not measured: C26H45BeBrCl5CsF4N3O7P3S2 as an isolated structure, with ωB97M-V/def2-TZVPD.

Geometry as XYZ:
```
98
Properties=species:S:1:pos:R:3:forces:R:3
Cs 1.6995 2.0011 5.2870 1.42 -6.99 16.94
Br -1.1442 5.6824 2.2254 -2.68 0.77 0.38
Cl -6.2206 1.0261 8.0388 0.57 -0.25 0.24
Cl -4.7384 1.3992 10.5073 -0.06 0.00 -0.02
Cl -6.1712 3.6295 9.3301 -0.27 -0.10 0.08
Cl -1.8780 3.5926 7.8799 0.10 -0.13 -0.03
Cl -1.1891 6.3380 9.7805 0.04 -0.01 -0.01
S 0.6899 -0.0503 -2.8489 0.32 -0.61 -0.12
S -2.7903 -7.8517 -0.5848 0.28 -0.32 1.27
P 1.4462 3.2913 1.4970 1.05 -0.09 -0.81
P -2.6081 0.6079 -2.9171 0.39 -0.51 -1.78
P -3.6930 2.7286 -0.7354 0.29 1.92 -1.40
F -0.9727 2.1432 -6.9602 1.53 -1.42 2.18
F -5.4142 -7.9567 -0.9537 0.27 0.00 0.16
F -4.2720 -8.3020 -2.7462 0.24 0.03 0.14
F -4.4625 -6.3003 -1.9565 0.25 -0.03 0.12
O -2.9869 -7.0197 0.5770 -0.17 0.42 -0.34
O -2.7698 -9.2611 -0.3113 -0.12 -0.08 -0.50
O -3.9242 3.8003 -1.7404 -0.10 -0.20 -0.06
O 0.1243 -5.1199 -2.2690 0.24 0.24 -0.21
O 0.6348 1.6607 -5.8122 0.44 2.57 -2.84
O -1.7010 -7.4013 -1.4544 0.64 0.92 -0.93
O 1.3848 -4.8173 -5.8571 -0.19 0.01 0.58
N 2.2104 1.3865 -0.8065 -0.72 -0.93 -0.42
N 5.3965 1.0800 0.4902 -0.51 0.18 0.59
N -1.9946 -0.3246 -4.0272 -0.04 0.23 0.18
C 0.4993 -5.2124 -6.9009 -0.07 -0.09 -0.21
C 1.5087 5.1761 1.4029 1.62 0.37 2.62
C -4.3041 -7.5936 -1.6048 -0.53 0.03 -0.44
C 2.9765 -3.5973 -7.2844 -0.16 0.04 -0.05
C 2.9839 5.5234 1.8929 -0.09 -0.99 -0.28
C 3.8017 -1.8867 -0.0806 -0.23 0.61 -0.32
C -6.1615 1.8829 9.5858 0.13 0.02 0.04
C 0.9699 2.5873 3.2031 -2.44 1.90 -5.15
C -0.4169 3.1221 3.8389 1.15 -1.78 1.60
C -3.0534 4.6442 8.7155 -0.07 0.22 0.06
C -1.4194 1.3396 -1.7247 -0.58 0.89 1.37
C 5.2165 2.5307 0.5856 0.97 0.31 -0.83
C 1.9131 -0.8389 -1.8028 -0.54 1.40 0.20
C 0.3233 2.5500 0.2304 -1.05 0.15 0.15
C 2.2097 -2.1892 -1.8883 0.27 -0.08 0.43
C 3.1714 -2.7029 -1.0153 0.33 -0.46 0.11
C 2.5309 0.0049 -0.8684 0.90 0.03 0.42
C 3.5013 -0.5126 0.0067 0.48 -1.02 0.25
C 0.8601 -6.5430 -7.5358 0.17 -0.03 0.09
C -2.6114 6.0858 8.7354 -0.05 0.06 -0.08
C -0.0567 1.0838 -1.6836 0.63 -0.67 -0.44
C 0.8272 1.6737 -0.7541 -0.06 0.73 0.61
C -1.9170 2.2626 -0.7448 -0.19 -1.21 -0.01
C 4.2831 0.2979 1.0423 -0.75 0.07 -0.18
C -1.0579 2.8170 0.1987 -0.54 0.08 -0.08
C 2.7507 -4.6528 -6.2171 0.18 0.04 -0.13
Be -8.5416 2.1210 7.1377 -0.60 0.25 -0.22
H 1.8409 -6.5168 -8.0124 -0.05 0.03 -0.08
H -0.2718 -4.2877 -1.9430 -0.06 -0.08 -0.04
H -0.4855 -5.8867 -2.1265 -0.90 -1.02 0.55
H 0.3961 -5.0434 -3.2083 -0.04 0.01 -0.12
H -3.9924 4.5546 8.1777 0.10 0.03 -0.11
H 4.6385 -0.3952 1.8281 -0.05 0.16 -0.39
H 4.9180 2.8527 1.5913 -0.09 -0.29 -0.36
H -0.9055 2.2408 4.3829 0.47 1.03 -0.36
H 1.7028 -2.8155 -2.6249 0.21 0.23 0.11
H -3.5633 -0.1153 -2.1626 0.26 0.46 0.33
H -1.1421 3.4514 3.0988 0.47 0.31 0.07
H 3.1812 -5.6128 -6.5179 -0.03 0.00 -0.06
H -4.0774 3.2340 0.5315 0.32 -0.89 0.20
H -3.1981 4.2547 9.7206 0.11 -0.03 -0.03
H 4.0422 -3.4909 -7.4899 -0.01 -0.01 0.04
H 2.4812 -3.8519 -8.2218 0.07 -0.04 -0.02
H 3.5607 0.9787 1.5405 0.42 -0.11 -0.14
H 4.5617 -2.3034 0.5864 -0.30 0.11 -0.23
H 2.9785 6.0298 2.8707 -0.04 0.21 -0.53
H -1.5241 3.5111 0.9087 0.55 -0.09 -0.06
H -2.3640 6.4420 7.7375 0.05 -0.05 0.03
H -7.0441 1.6166 10.1554 0.01 0.02 -0.06
H 0.7992 5.6740 2.2006 1.57 -1.14 -2.11
H 3.5372 4.5754 2.0586 -0.03 0.48 -0.07
H 0.8832 -7.3323 -6.7821 -0.05 0.00 -0.02
H 3.2719 -4.3521 -5.3065 -0.14 -0.04 0.08
H 3.4867 -3.7507 -1.0285 -0.36 0.29 -0.23
H 2.7339 1.8841 -0.0911 -0.25 0.04 0.00
H 1.8446 2.6856 3.9546 -1.53 4.93 -12.19
H 3.5649 6.0679 1.1349 -0.22 0.11 0.42
H -3.2937 1.7139 -3.4892 -0.01 -0.06 0.78
H 0.4308 -4.4233 -7.6552 0.05 -0.01 0.00
H 6.2003 2.9951 0.3861 -0.38 -0.11 0.16
H 0.8353 1.4538 3.0519 0.54 1.53 -0.26
H 1.3397 5.5880 0.4040 -0.37 -0.47 0.23
H 5.6195 0.8012 -0.4569 -0.08 -0.01 0.11
H 2.5834 -2.6330 -6.9572 0.04 -0.01 0.01
H 0.1254 -6.8087 -8.2962 -0.01 0.02 0.03
H 4.5445 2.9486 -0.1921 -0.05 -0.07 0.57
H -4.4732 1.6033 -1.1126 0.30 -0.16 0.87
H -0.4892 -5.2923 -6.4465 0.07 0.08 0.11
H -0.1864 3.9251 4.6022 -0.67 -0.52 -1.04
H 1.0461 1.1580 -5.0719 -2.11 -1.25 0.82
H -3.4114 6.7095 9.1324 -0.01 -0.07 0.04
H -2.1697 0.0267 -4.9649 0.13 -0.06 0.09
```
Forces are in eV/Å.

Results
HOMO energy (eV): -7.2
Strongest force on any atom (eV/A): 18.38
LUMO (eV): -4.9
Orbital gap (Ha): 0.0844

These are the Mulliken partial charges, in e, on atoms 1 to 6: Cs 0.91; Br -0.70; Cl -0.06; Cl -0.11; Cl -0.09; Cl -0.18

No. 3
Computed, not measured: a 2-piece molecular cluster, CH3BrN2S overall, with ωB97M-V/def2-TZVPD.

Geometry as XYZ:
```
8
Properties=species:S:1:pos:R:3:forces:R:3
Br 2.3240 -0.3585 0.5265 2.44 -0.23 2.48
S -1.8257 -1.4416 0.7478 -0.65 -0.74 0.30
N -0.7361 1.0274 0.2513 -0.15 -2.47 -0.14
N 1.1882 -0.4916 -0.7633 -3.56 0.01 -2.98
C -0.9496 -0.2633 0.2767 1.59 0.59 -0.54
H -1.3912 1.6571 0.6189 -0.72 1.12 0.43
H 0.0673 1.2077 -0.2913 1.10 1.10 -0.74
H 1.3231 -1.3372 -1.3667 -0.04 0.62 1.19
```
Forces are in eV/Å.

Results
HOMO energy (spin up / spin down) (eV): -7.2 / -8.2
Strongest force on any atom (eV/A): 4.64
LUMO (spin up / spin down) (eV): -0.6 / -0.3
Orbital gap (spin up / spin down) (Ha): 0.2422 / 0.2934
ΔE to the lowest compared entry with this formula, charge and spin (kcal per mole): 69.4

These are the natural (NBO) partial charges, in e, on atoms 1 to 6: Br 0.22; S 0.13; N -0.79; N -0.92; C 0.15; H 0.41

No. 4
Computed, not measured: a 2-piece molecular cluster, CHBrClFS overall, with ωB97M-V/def2-TZVPD.

Geometry as XYZ:
```
6
Properties=species:S:1:pos:R:3:forces:R:3
Br -2.1941 1.2434 -0.1405 0.24 -0.26 -0.10
Cl -0.7782 -1.2021 -1.1778 0.03 -0.16 -0.26
S -0.4078 -0.5048 1.6560 -0.15 -0.01 -0.58
F 2.1247 -0.0737 -0.4502 0.19 0.80 0.29
C -1.0178 -0.2406 0.1955 -0.19 0.39 0.96
H 2.2733 0.7778 -0.0830 -0.11 -0.76 -0.32
```
Forces are in eV/Å.

Results
HOMO energy (eV): -9.4
Strongest force on any atom (eV/A): 1.05
LUMO (eV): -0.9
Orbital gap (Ha): 0.3144
Structure (SMILES): S=C(Cl)Br.F
ΔE to the lowest compared entry with this formula, charge and spin (kcal per mole): 0.0

Let us look at the natural (NBO) charges, expressed in e, one per atom: Br 0.10; Cl 0.12; S 0.16; F -0.56; C -0.38; H 0.56

> Which value of strongest force on any atom does entry 4 give?

1.05 eV/A